DFT (wB97M-V/def2-TZVPD) results for a molecular structure, C29H33N6OPt.

Values from the calculation:
orbital gap (alpha / beta) = 7.28 / 6.02 eV
energy above the lowest of the compared OMol25 structures with the same formula, charge and spin = 3.0 kcal per mole
total charge = +1
calculated total energy = -44837.4849 eV
multiplicity = 3
E_LUMO (alpha / beta) = -2.493 / -4.636 eV
max |F| = 0.015 hartree/bohr

```
70
Properties=species:S:1:pos:R:3:lowdin_charge:R:1
Pt -1.24078 -1.23683 -0.03075 1.010
O 0.27315 2.91004 4.74829 0.107
N 1.11094 1.41789 3.22126 0.121
N -1.70628 -3.37063 -1.10087 -0.298
N -1.69426 -1.25147 1.98684 -0.144
N -0.36676 -1.08272 -1.80078 -0.058
N -0.45787 0.75923 4.79232 0.143
N -1.35123 1.16067 -0.65232 -0.274
C 0.33978 1.80238 4.27541 -0.504
C 3.38428 2.31287 0.47995 -0.080
C 4.27544 4.49578 -0.42362 -0.045
C -1.11516 -0.23278 4.07945 -0.203
C 2.66826 4.33202 1.51335 -0.021
C -1.50231 -4.56548 -0.27707 -0.074
C 2.52015 1.20784 -2.31655 -0.062
C -0.79116 -4.45987 -3.11562 -0.008
C -1.08078 -0.29123 2.69376 -0.093
C 0.28890 -2.04692 -3.96831 -0.009
C 1.73568 0.06930 -2.38479 -0.010
C 0.42791 0.07920 -1.89931 -0.213
C -2.53823 -2.15976 4.00631 -0.028
C 1.90698 3.62329 2.43197 0.001
C -2.42737 -2.16619 2.62495 -0.129
C -1.59325 2.12662 0.41607 -0.078
C -0.06933 1.24079 -1.27464 -0.203
C -0.91552 -3.34559 -2.30901 -0.201
C -3.13109 -3.21665 -1.45252 -0.071
C -1.87056 -1.20310 4.74146 0.021
C -2.45953 1.17114 -1.61575 -0.067
C 3.42244 3.70218 0.52942 -0.295
C 0.38040 -3.16649 -4.77101 -0.056
C -0.13298 -4.38181 -4.33755 -0.046
C 2.62436 1.58518 1.37938 -0.016
C -0.31887 -2.12335 -2.70319 -0.206
C 0.72695 2.37362 -1.21684 0.007
C 2.01372 2.36213 -1.74056 -0.084
C 1.88604 2.23584 2.36204 -0.222
H -3.14061 -2.91066 4.49664 0.119
H 1.24623 0.42539 3.09999 0.140
H -0.82797 0.99384 5.70271 0.157
H 3.79485 5.43477 -0.69744 0.088
H 0.66862 -1.10236 -4.32308 0.113
H -1.78435 3.13546 0.03197 0.101
H 2.15436 -0.85229 -2.75998 0.117
H 0.35541 3.26937 -0.74177 0.121
H -2.47024 1.80586 0.97772 0.095
H 4.47653 3.93569 -1.33649 0.073
H -1.93475 -1.19139 5.82233 0.128
H -3.51063 -4.11941 -1.94398 0.099
H 3.53677 1.18166 -2.68371 0.119
H -3.37990 0.89669 -1.10077 0.089
H -0.73851 2.16050 1.08995 0.072
H 2.67680 5.41390 1.57420 0.121
H -1.84687 -5.47873 -0.77099 0.086
H -2.07051 -4.45467 0.64443 0.069
H -1.23132 -5.39939 -2.81190 0.116
H 1.34106 4.13906 3.19103 0.104
H 3.95910 1.78734 -0.27336 0.115
H -2.58074 2.16852 -2.05412 0.101
H -0.05185 -5.26173 -4.96009 0.114
H 2.60248 0.50233 1.31496 0.121
H -0.56328 0.45835 2.11388 0.074
H -2.27778 0.45706 -2.41549 0.079
H 0.85406 -3.09145 -5.74003 0.115
H -0.44751 -4.66349 -0.03065 0.101
H -3.70964 -3.03074 -0.54838 0.078
H 2.62479 3.25187 -1.67585 0.088
H -3.25141 -2.37107 -2.12644 0.089
H 5.23756 4.74189 0.02921 0.092
H -2.93280 -2.89928 2.01433 0.095
```